Entry 1:
Computed, not measured: a cluster of 3 separate species, C24H45F5I2O9S in total in a non-equilibrium geometry, with wB97M-V/def2-TZVPD.

Its largest force on an atom is 5.60 eV Å⁻¹. The highest occupied orbital energy is -9.00 eV. As for the net charge: 0. The calculation puts the total energy at -3111.28534 a.u. As for the structure (SMILES): CC[C@H](I)[C@@]1(OC[C@H](C)C(C)C)OS(=O)(=O)O[C@]1(I)CCCC(F)(F)C(F)(F)F.COCCOC.COCCOC. As for the frontier orbital gap: 8.61 eV.

Last column: Mulliken charge in e.
Element x y z (Å)
C (2.043, -1.289, -2.856)  -0.67
C (1.872, 0.302, -2.782)  0.00
C (0.573, 0.685, -1.930)  -1.20
I (-0.245, 2.651, -2.524)  0.08
C (0.820, 0.609, -0.326)  1.42
O (2.167, 0.215, -0.099)  -0.21
C (2.972, 1.248, 0.532)  -0.46
C (3.241, 2.538, -0.365)  1.21
C (4.676, 2.287, -1.077)  -1.61
C (3.395, 3.906, 0.444)  0.21
C (3.211, 5.091, -0.647)  -1.18
C (2.293, 4.164, 1.558)  -0.74
O (0.303, 1.752, 0.416)  -0.06
S (-0.250, 1.317, 1.958)  1.01
O (-1.598, 1.843, 2.355)  -0.64
O (0.618, 1.747, 3.118)  -0.54
O (-0.102, -0.327, 1.685)  -0.28
C (-0.135, -0.584, 0.231)  -1.01
I (-2.306, -0.353, -0.139)  0.24
C (0.403, -2.082, 0.161)  -0.31
C (-0.544, -3.119, -0.596)  -0.69
C (-1.572, -3.844, 0.423)  -0.95
C (-2.656, -4.726, -0.315)  0.70
F (-1.987, -5.366, -1.390)  -0.28
F (-3.225, -5.687, 0.548)  -0.30
C (-3.866, -3.872, -0.887)  0.61
F (-3.505, -3.002, -1.914)  -0.23
F (-4.518, -3.136, 0.089)  -0.23
F (-4.801, -4.755, -1.437)  -0.27
H (2.795, -1.701, -2.117)  0.18
H (2.266, -1.636, -3.907)  0.39
H (1.036, -1.755, -2.573)  -0.03
H (1.639, 0.636, -3.853)  0.57
H (2.805, 0.858, -2.482)  -0.19
H (-0.234, -0.055, -2.262)  0.50
H (2.558, 1.470, 1.568)  -0.19
H (3.996, 0.772, 0.719)  0.42
H (2.476, 2.681, -1.187)  -0.27
H (4.743, 1.251, -1.549)  0.37
H (5.463, 2.284, -0.246)  0.47
H (4.881, 3.059, -1.876)  0.32
H (4.467, 3.999, 0.803)  0.27
H (3.425, 6.115, -0.220)  0.38
H (3.757, 4.873, -1.618)  0.28
H (2.096, 5.063, -0.915)  0.25
H (2.517, 3.438, 2.416)  0.09
H (2.451, 5.201, 2.017)  0.46
H (1.228, 4.017, 1.216)  0.02
H (0.491, -2.461, 1.238)  0.45
H (1.436, -2.191, -0.286)  0.14
H (-1.050, -2.720, -1.524)  0.35
H (0.140, -3.965, -0.955)  0.35
H (-0.922, -4.549, 1.048)  0.36
H (-1.994, -3.072, 1.134)  0.36
C (2.075, 0.245, 5.153)  -0.47
O (3.237, 0.315, 5.969)  -0.42
C (3.083, 1.216, 7.060)  -0.47
C (2.793, 0.475, 8.360)  -0.50
O (1.524, -0.170, 8.318)  -0.38
C (1.631, -1.562, 8.062)  -0.74
H (2.172, -0.618, 4.491)  0.29
H (1.165, 0.126, 5.748)  0.36
H (1.997, 1.146, 4.540)  0.12
H (2.301, 1.953, 6.849)  0.26
H (4.031, 1.754, 7.167)  0.41
H (2.758, 1.200, 9.178)  0.37
H (3.589, -0.244, 8.583)  0.31
H (1.985, -2.079, 8.958)  0.34
H (2.302, -1.771, 7.225)  0.32
H (0.637, -1.938, 7.810)  0.25
C (-4.639, -0.457, -3.977)  -0.63
O (-4.984, 0.521, -4.945)  -0.43
C (-4.403, 0.258, -6.217)  -0.44
C (-5.414, -0.362, -7.175)  -0.49
O (-5.806, -1.662, -6.746)  -0.37
C (-7.073, -1.664, -6.105)  -0.73
H (-5.291, -0.329, -3.111)  0.30
H (-4.766, -1.473, -4.360)  0.39
H (-3.601, -0.313, -3.656)  0.17
H (-3.519, -0.381, -6.117)  0.29
H (-4.077, 1.220, -6.625)  0.39
H (-4.945, -0.475, -8.156)  0.36
H (-6.287, 0.289, -7.293)  0.32
H (-7.867, -1.552, -6.849)  0.33
H (-7.153, -0.869, -5.359)  0.31
H (-7.197, -2.624, -5.601)  0.25


Entry 2:
Computed, not measured: the molecule CBrClNOP in a non-equilibrium geometry, with wB97M-V/def2-TZVPD.

Its largest force on an atom is 2.13 eV Å⁻¹. The energy above the lowest of the compared OMol25 structures with the same formula, charge and spin is 434.4 kJ/mol. The highest occupied orbital energy is -10.10 eV. As for the net charge: 0. The calculation puts the total energy at -3543.51894 a.u. As for the frontier orbital gap: 8.32 eV.

Last column: natural (NBO) charge in e.
Element x y z (Å)
C (0.438, 0.880, -0.386)  -0.16
N (0.963, 1.628, 0.287)  -0.20
O (-0.632, -2.765, 0.926)  -0.74
P (-0.810, -0.064, -1.225)  0.67
Cl (-0.497, -2.042, -0.433)  0.53
Br (-2.406, 1.024, -0.166)  -0.10


Entry 3:
Computed, not measured: the molecule C18H22N2O4S in a non-equilibrium geometry, with wB97M-V/def2-TZVPD.

Its largest force on an atom is 1.08 eV Å⁻¹. The energy above the lowest of the compared OMol25 structures with the same formula, charge and spin is 51.7 kJ/mol. The highest occupied orbital energy is -8.55 eV. As for the net charge: 0. The calculation puts the total energy at -1507.79433 a.u. As for the structure (SMILES): CCOc1ccc(S(=O)(=O)N2CCC(C(N)=O)CC2)c2ccccc12. As for the frontier orbital gap: 8.46 eV.

Last column: natural (NBO) charge in e.
Element x y z (Å)
C (-0.366, 3.505, -3.219)  -0.64
C (-0.516, 2.250, -4.074)  -0.06
O (0.172, 1.139, -3.527)  -0.51
C (-0.345, 0.472, -2.469)  0.43
C (-1.574, 0.708, -1.894)  -0.36
C (-1.967, -0.015, -0.762)  -0.15
C (-1.167, -0.976, -0.212)  -0.36
S (-1.710, -1.606, 1.386)  2.34
O (-3.113, -1.333, 1.481)  -0.94
O (-1.255, -2.948, 1.606)  -0.94
N (-0.971, -0.657, 2.534)  -0.68
C (0.387, -0.924, 2.934)  -0.23
C (1.404, -0.082, 2.159)  -0.41
C (1.040, 1.406, 2.236)  -0.32
C (1.985, 2.255, 1.388)  0.68
N (1.988, 1.967, 0.065)  -0.84
O (2.664, 3.142, 1.852)  -0.61
C (-0.415, 1.635, 1.808)  -0.41
C (-1.353, 0.730, 2.612)  -0.23
C (0.064, -1.316, -0.816)  -0.07
C (0.889, -2.364, -0.354)  -0.20
C (2.086, -2.633, -0.959)  -0.19
C (2.521, -1.869, -2.051)  -0.21
C (1.735, -0.862, -2.539)  -0.20
C (0.491, -0.565, -1.946)  -0.07
H (-0.796, 3.360, -2.231)  0.22
H (0.686, 3.751, -3.103)  0.22
H (-0.870, 4.337, -3.704)  0.22
H (-1.571, 2.008, -4.240)  0.18
H (-0.042, 2.404, -5.047)  0.20
H (-2.246, 1.455, -2.283)  0.23
H (-2.918, 0.189, -0.296)  0.25
H (0.469, -0.709, 4.005)  0.20
H (0.559, -1.989, 2.779)  0.24
H (1.427, -0.414, 1.121)  0.21
H (2.398, -0.238, 2.582)  0.22
H (1.158, 1.744, 3.270)  0.23
H (1.489, 1.190, -0.331)  0.40
H (2.625, 2.473, -0.527)  0.40
H (-0.529, 1.424, 0.744)  0.21
H (-0.686, 2.679, 1.977)  0.22
H (-1.337, 1.028, 3.666)  0.20
H (-2.378, 0.797, 2.248)  0.24
H (0.537, -2.961, 0.471)  0.25
H (2.703, -3.442, -0.597)  0.22
H (3.471, -2.090, -2.514)  0.22
H (2.043, -0.280, -3.393)  0.23


Entry 4:
Computed, not measured: a structure of composition C12H20AsFN2PdS4 in a non-equilibrium geometry, with wB97M-V/def2-TZVPD.

Its largest force on an atom is 1.47 eV Å⁻¹. The highest occupied orbital energy is -0.35 eV. As for the net charge: -2. The calculation puts the total energy at -4635.08808 a.u. As for the frontier orbital gap: 5.03 eV.

Last column: natural (NBO) charge in e.
Element x y z (Å)
Pd (-0.130, 0.526, -0.061)  0.63
C (-2.727, -0.856, 1.380)  -0.42
N (-1.634, -1.440, 0.609)  -0.45
C (-2.153, -2.129, -0.559)  -0.41
C (-0.842, -2.322, 1.454)  -0.22
C (0.108, -1.557, 2.357)  -0.23
N (1.072, -0.750, 1.627)  -0.46
C (1.771, 0.130, 2.570)  -0.45
C (2.050, -1.565, 0.921)  -0.43
H (-3.461, -1.635, 1.658)  0.14
H (-3.225, -0.079, 0.809)  0.22
H (-2.339, -0.376, 2.275)  0.23
H (-2.864, -2.929, -0.280)  0.14
H (-1.326, -2.565, -1.120)  0.20
H (-2.660, -1.416, -1.208)  0.23
H (-0.282, -3.003, 0.811)  0.19
H (-1.503, -2.948, 2.081)  0.16
H (0.631, -2.282, 3.009)  0.16
H (-0.449, -0.879, 3.005)  0.22
H (2.264, -0.473, 3.354)  0.14
H (1.061, 0.827, 3.012)  0.26
H (2.511, 0.722, 2.037)  0.26
H (2.642, -2.171, 1.631)  0.14
H (2.706, -0.894, 0.369)  0.25
H (1.564, -2.227, 0.204)  0.19
S (0.417, 4.795, -0.563)  -0.82
As (0.992, 3.200, 0.725)  0.98
S (1.939, 1.582, -0.565)  -0.73
S (-0.834, 2.250, 1.636)  -0.93
S (2.378, 3.703, 2.294)  -0.87
F (-3.265, 2.216, -5.007)  -0.37
C (-2.536, 1.865, -3.896)  0.36
C (-1.163, 1.798, -3.988)  -0.30
C (-0.429, 1.441, -2.862)  -0.22
C (-1.054, 1.127, -1.645)  -0.08
C (-2.442, 1.264, -1.599)  -0.26
C (-3.197, 1.614, -2.718)  -0.31
H (-0.672, 2.047, -4.922)  0.20
H (0.647, 1.416, -2.922)  0.24
H (-2.962, 1.138, -0.660)  0.21
H (-4.273, 1.723, -2.665)  0.20